1.
C24H37N7O | ωB97M-V/def2-TZVPD

The geometry in XYZ format:
```
69
Properties=species:S:1:pos:R:3:forces:R:3:mulliken_charge:R:1
O -0.206203 -2.441331 -1.914491 0.50 -0.08 -0.18 -0.712
C -1.157428 -2.193331 -1.199741 -0.59 -0.23 0.25 0.194
N -2.067591 -1.245443 -1.477008 -0.15 0.11 -0.03 -0.003
H -2.795923 -0.985067 -0.817390 0.10 -0.14 0.06 0.212
C -1.869188 -0.253345 -2.507411 0.20 0.18 -0.09 -1.065
H -2.635430 -0.370937 -3.283370 0.10 0.05 -0.05 0.341
H -0.888904 -0.436754 -2.954760 -0.16 0.01 -0.01 0.484
C -1.943524 1.149378 -1.906285 -0.30 -0.11 -0.10 -0.307
H -1.251588 1.208040 -1.065597 0.06 0.03 -0.01 -0.181
H -1.629708 1.877890 -2.655720 0.04 0.06 -0.01 0.451
C -3.361681 1.508760 -1.450809 0.35 0.14 -0.07 -0.741
N -3.837948 0.636333 -0.381801 -0.18 -0.09 -0.02 0.376
C -5.275427 0.420778 -0.386589 -0.30 0.14 -0.11 -1.112
C -6.079140 1.637699 0.083942 0.07 -0.25 0.15 -0.583
C -5.629394 2.033532 1.488406 0.06 0.25 -0.18 -0.817
C -4.120248 2.266313 1.499816 -0.10 -0.27 0.01 -0.614
C -3.396559 1.032114 0.949476 0.13 0.31 0.14 -0.298
H -2.318604 1.196594 0.929882 -0.01 -0.14 0.06 -0.447
H -3.598050 0.186768 1.617653 0.11 0.01 0.05 0.573
H -3.771527 2.461878 2.514734 0.07 0.06 0.01 0.407
H -3.880970 3.141923 0.892671 0.03 0.07 0.02 0.284
H -6.155197 2.933024 1.815870 -0.04 -0.06 0.07 0.396
H -5.876033 1.227930 2.185107 -0.04 -0.02 0.07 0.324
H -7.143773 1.397765 0.077495 -0.04 0.03 -0.07 0.382
H -5.916513 2.470388 -0.603984 -0.05 0.05 -0.06 0.298
H -5.581927 0.126031 -1.393633 0.01 -0.06 0.05 0.526
H -5.479016 -0.419778 0.286677 -0.07 -0.02 -0.04 0.340
H -4.035403 1.392011 -2.304343 -0.03 0.05 0.02 0.521
H -3.377252 2.568748 -1.160527 -0.11 -0.01 -0.05 0.294
C -1.442011 -2.941784 0.111232 0.24 0.02 -0.06 0.226
C -0.673880 -4.272590 0.164974 0.00 -0.10 0.00 -0.952
C 0.502512 -4.205885 1.139378 -0.06 0.13 -0.17 -1.033
H 1.171496 -5.049257 0.966251 0.03 0.02 0.07 0.439
C 1.275803 -2.912586 0.931832 0.52 -0.47 0.07 -0.640
N 0.413558 -1.770406 1.176101 -0.08 0.00 -0.02 0.130
C 0.888742 -0.527671 1.015094 0.10 0.40 0.11 -0.814
N 0.034585 0.511993 1.079883 -0.05 -0.38 0.07 -0.394
C 0.496769 1.745108 0.959638 0.03 0.27 -0.01 -0.565
N 1.734986 2.149030 0.766668 0.48 0.34 -0.08 -0.644
C 2.589606 1.124055 0.700183 -0.94 -0.52 0.18 0.844
N 3.938477 1.169470 0.523694 -0.26 -0.21 0.10 0.080
C 4.366500 -0.132400 0.536474 -0.01 -0.34 0.18 0.498
N 3.398518 -0.987041 0.711967 0.44 -0.41 -0.05 -0.557
C 2.254654 -0.234762 0.819292 0.18 0.91 -0.14 1.557
C 5.793102 -0.497133 0.352099 0.05 -0.03 -0.22 -1.114
H 5.857455 -1.582150 0.435817 -0.04 0.07 0.09 0.348
C 6.338834 -0.046727 -1.008328 0.23 0.11 0.17 -0.604
C 6.655136 1.446940 -1.083536 -0.22 -0.08 -0.25 -0.639
C 5.429362 2.358814 -1.030981 0.18 0.01 0.24 -0.682
C 4.723159 2.355933 0.325329 0.21 0.45 -0.27 -0.961
H 4.024160 3.193395 0.392535 0.11 -0.09 0.07 0.495
H 5.461790 2.445962 1.131004 -0.10 0.06 -0.04 0.340
H 5.747162 3.381579 -1.243545 -0.05 0.02 -0.02 0.381
H 4.715278 2.063129 -1.802541 -0.05 0.07 -0.04 0.355
H 7.181598 1.637573 -2.021951 0.06 0.03 0.05 0.321
H 7.334195 1.712419 -0.268612 0.08 0.03 0.00 0.283
H 5.620276 -0.311584 -1.786593 0.02 -0.07 -0.06 0.380
H 7.259813 -0.599594 -1.206084 -0.04 -0.03 -0.04 0.342
H 6.394679 -0.052988 1.151166 0.06 -0.05 0.03 0.327
H -0.246671 2.531272 1.029033 -0.10 0.07 0.00 0.356
C -1.004341 -2.020321 1.259612 -0.52 0.01 0.06 -0.764
H -1.242665 -2.486907 2.222726 -0.07 0.08 -0.07 0.339
H -1.506147 -1.054312 1.206313 -0.02 -0.20 0.09 0.090
H 2.140703 -2.854569 1.598355 -0.11 -0.08 -0.13 0.579
H 1.645976 -2.871023 -0.098883 0.02 -0.04 0.11 0.341
H 0.152342 -4.269595 2.171640 0.05 -0.05 0.05 0.358
H -0.284766 -4.474623 -0.835275 -0.06 -0.05 0.06 0.380
H -1.340576 -5.089458 0.444658 -0.03 0.00 -0.03 0.255
H -2.520044 -3.109206 0.185136 0.03 0.05 0.01 0.798
```
Forces are in eV/Å.

Values from the calculation:
LUMO level = 0.87 eV
F_max = 0.0212 Eh/bohr
DFT total energy = -1395.3466 hartree
HOMO energy = -7.61 eV
Spin multiplicity = 1
SMILES string = O=C(NCCCN1CCCCC1)[C@H]1CCCN(c2ncnc3c2nc2n3CCCCC2)C1

2.
C24H38Br4N4O2RbSi2 | ωB97M-V/def2-TZVPD

The geometry in XYZ format:
```
75
Properties=species:S:1:pos:R:3:forces:R:3:mulliken_charge:R:1
Rb -0.275609 -1.636874 1.448714 -0.35 -0.97 -1.40 1.092
C -3.432076 -2.165111 1.031241 0.16 -0.12 -0.27 -1.077
Si -3.230743 -1.188289 -0.602374 -0.07 0.21 0.26 -0.082
C -4.743618 -1.608899 -1.665453 0.04 -0.08 -0.16 -1.177
C -3.510268 0.594463 -0.029542 -0.12 0.10 -0.26 -0.862
C -1.569505 -1.333106 -1.369622 -0.05 -0.23 -0.02 2.075
C -0.777015 -2.515214 -1.164444 -0.11 -0.05 -0.61 -1.298
C -1.345999 -3.808126 -0.955536 0.17 0.01 -0.13 -0.772
C -0.547847 -4.892711 -0.678907 0.03 0.04 -0.03 -0.564
C 0.840944 -4.735886 -0.616047 -0.04 0.03 -0.01 -0.994
C 1.336056 -3.471652 -0.884290 -0.07 0.02 -0.21 -0.243
N 0.587399 -2.399080 -1.137539 0.01 -0.25 -0.15 0.353
Si -1.160013 -0.332614 -2.843219 -0.08 0.09 -0.10 0.352
C -2.331320 -0.762032 -4.276054 -0.10 0.02 -0.03 -1.347
C 0.543501 -0.638284 -3.607180 0.13 -0.12 0.01 -0.944
C -1.372830 1.549744 -2.629473 -0.04 0.11 0.02 -1.142
H -4.486050 -2.228331 1.315984 0.03 0.09 -0.07 0.421
H -2.914161 -1.657956 1.850406 -0.17 -0.04 0.04 0.248
H -3.055394 -3.190316 0.969993 -0.03 0.07 0.10 0.338
H -5.657943 -1.678415 -1.065615 0.08 0.03 -0.03 0.360
H -4.606652 -2.559344 -2.196203 -0.05 0.11 0.06 0.341
H -4.893574 -0.831267 -2.425033 -0.01 -0.13 0.08 0.292
H -4.513779 0.705879 0.398562 0.10 0.01 0.00 0.348
H -3.419672 1.308721 -0.858162 -0.05 -0.10 0.17 0.307
H -2.782379 0.876937 0.737448 -0.01 0.00 -0.01 0.037
H -2.412416 -3.927851 -1.099345 0.01 -0.05 0.08 0.502
H -0.985419 -5.877484 -0.558597 -0.04 0.02 0.07 0.431
H 1.501281 -5.568450 -0.415724 0.01 0.03 0.02 0.421
H 2.413231 -3.302760 -0.911624 -0.06 -0.02 0.07 0.362
H -2.409841 -1.852310 -4.358840 0.01 0.10 -0.03 0.331
H -1.978232 -0.368756 -5.237589 -0.03 0.00 0.09 0.335
H -3.341378 -0.371760 -4.101343 0.11 -0.07 -0.04 0.293
H 0.552307 -1.644488 -4.046924 0.04 0.13 0.06 0.346
H 1.354443 -0.611662 -2.878455 -0.04 0.00 -0.07 0.017
H 0.754482 0.082631 -4.409022 -0.13 -0.08 0.10 0.370
H -2.390985 1.844951 -2.911751 0.13 0.00 0.05 0.424
H -0.682013 2.106646 -3.275334 -0.07 -0.06 0.07 0.370
H -1.223423 1.877508 -1.594741 -0.02 -0.02 -0.15 0.074
Br -1.164455 4.001583 5.862816 0.05 -0.07 -0.12 -0.231
C -0.835473 2.252120 5.204019 0.06 -0.03 -0.07 -0.239
C -1.215082 1.142450 5.936836 0.08 -0.09 -0.15 0.244
Br -2.117219 1.352481 7.591442 0.04 -0.03 -0.04 -0.215
C -0.933114 -0.137227 5.444774 -0.08 0.06 0.09 -0.145
Br -1.413020 -1.694713 6.416994 0.03 0.06 -0.05 -0.176
C -0.279045 -0.379343 4.213790 0.12 -0.01 0.09 0.434
O -0.004658 -1.545935 3.785695 0.19 0.35 1.77 -1.051
C 0.070436 0.798733 3.419352 -0.15 0.01 0.53 -0.829
O 0.651392 0.577248 2.244485 0.24 -0.74 2.09 0.308
C -0.189603 2.050338 3.961950 -0.11 0.08 -0.04 0.628
Br 0.340273 3.574618 2.937632 -0.08 0.05 0.34 -0.154
N 3.357137 3.705506 0.622060 -0.13 -0.42 0.00 -0.434
C 3.744273 2.992347 -0.614018 -0.23 -0.22 0.07 0.007
C 2.512343 2.544487 -1.436497 -0.13 0.18 0.35 -1.546
C 1.689679 1.431691 -0.760680 0.16 0.36 -0.03 2.220
N 0.880919 1.939064 0.398547 1.23 1.49 -2.63 0.452
C 2.587121 0.273609 -0.345422 0.18 0.18 0.04 -1.079
C 3.875510 0.624744 0.412893 -0.11 0.22 -0.05 -0.129
N 3.642509 0.970038 1.829925 -0.31 0.01 -0.12 -0.456
C 4.610891 1.752563 -0.346556 -0.07 0.02 0.18 -1.408
H 3.713693 4.649060 0.652916 0.03 -0.05 -0.03 0.246
H 3.670670 3.188017 1.441925 -0.14 0.10 -0.09 0.215
H 1.388166 2.733020 0.820897 -0.30 -0.23 -0.19 0.173
H 4.316339 3.688369 -1.230110 0.05 -0.05 -0.16 0.475
H 2.863772 2.161476 -2.399377 -0.04 -0.01 -0.01 0.450
H 1.875777 3.412310 -1.637615 0.00 -0.06 -0.02 0.515
H 0.978336 1.028250 -1.475376 -0.07 0.02 -0.04 -2.227
H 0.728786 1.217145 1.239643 -0.26 0.21 0.74 -0.200
H -0.034962 2.253111 0.095698 0.05 0.21 -0.09 0.589
H 2.881898 -0.240586 -1.262906 -0.05 -0.04 -0.01 0.779
H 1.971912 -0.416175 0.209459 0.04 -0.44 0.21 -0.113
H 4.512989 -0.259946 0.351074 0.07 -0.11 0.00 0.375
H 4.327327 0.526481 2.427498 0.06 0.06 -0.05 0.289
H 2.723030 0.652463 2.157919 0.22 0.13 -0.17 -0.030
H 4.923309 1.351828 -1.318485 0.04 0.01 0.07 0.463
H 5.514656 2.040325 0.198437 -0.02 -0.03 0.02 0.458
```
Forces are in eV/Å.

Values from the calculation:
LUMO level = 1.99 eV
Total charge = -1
F_max = 0.0635 Eh/bohr
DFT total energy = -12206.0886 hartree
HOMO energy = -4.12 eV
Spin multiplicity = 1

What is the HOMO energy in the first record?
-7.61 eV